No. 1
Computed, not measured: a 3-piece molecular cluster, C23H22F21O6PS overall at a distorted geometry, with wB97M-V/def2-TZVPD.

Element x y z (Å)
C1 1.52291 3.11134 4.53754
P1 2.77009 3.69280 3.25174
O1 3.76197 2.30559 2.94234
C2 1.98211 4.10312 1.57442
C3 2.39853 3.10198 0.37115
C4 1.67596 1.65638 0.47252
C5 1.40990 0.96546 -0.95024
F1 0.01325 1.00991 -1.33942
F2 2.10538 1.63034 -2.03863
C6 1.92042 -0.56715 -1.02590
C7 2.45146 -1.16935 -2.38192
C8 2.96854 -2.64820 -2.40696
C9 2.99192 -3.57168 -1.15879
C10 2.45303 -2.98911 0.17003
C11 2.40965 -3.77673 1.56542
F3 3.29505 -4.87250 1.63233
F4 1.05116 -4.14010 1.83385
F5 2.77265 -2.87456 2.62700
C12 1.93375 -1.53367 0.18786
C13 0.34207 1.64280 1.36492
O2 -0.56783 2.75389 1.13626
S1 0.13445 4.23509 1.54580
O3 -0.19404 5.16052 0.37845
O4 -0.47901 4.88574 2.76667
H1 0.48267 2.86515 4.13579
H2 1.91668 2.13032 5.01303
H3 1.39839 3.85337 5.41353
H4 4.69584 2.63245 2.98143
H5 2.38124 5.14385 1.26710
H6 3.53574 2.94417 0.41268
H7 2.13671 3.66305 -0.60555
H8 2.43609 0.97944 1.02354
H9 2.44880 -0.52241 -3.33109
H10 3.36495 -3.06786 -3.38491
H11 3.39964 -4.64782 -1.16019
H12 1.55133 -1.10265 1.18351
H13 0.67210 1.51540 2.45730
H14 -0.25915 0.68582 1.11930
F6 -0.64233 -5.77436 -6.13244
C14 -1.69046 -5.07054 -6.59699
F7 -2.41519 -5.92719 -7.36110
C15 -1.26793 -3.85359 -7.42229
F8 -0.60868 -4.22961 -8.54456
F9 -2.40620 -3.23051 -7.84918
C16 -0.42994 -2.79051 -6.68058
O5 0.99473 -2.84257 -6.85500
C17 1.71810 -3.72675 -6.02383
F10 0.91466 -4.17724 -5.04247
F11 2.66151 -2.96834 -5.41120
C18 2.40303 -4.85203 -6.80638
F12 1.51431 -5.58777 -7.50594
F13 3.03940 -5.70379 -5.96512
H15 -2.31481 -4.77353 -5.74966
H16 -0.71086 -1.82789 -7.11771
H17 -0.70556 -2.70484 -5.62646
H18 3.13364 -4.44803 -7.51121
F14 -3.65803 1.21892 3.50438
C19 -2.58942 2.03575 3.50161
F15 -1.49423 1.22883 3.49775
C20 -2.55231 2.96680 4.71188
F16 -2.42067 2.26490 5.86575
F17 -1.42548 3.73619 4.61217
C21 -3.74190 3.94057 4.84703
O6 -4.80347 3.55658 5.73460
C22 -5.80224 2.69882 5.21950
F18 -5.67148 2.60734 3.88242
F19 -6.97954 3.33205 5.43430
C23 -5.82759 1.33442 5.91637
F20 -4.64378 0.69382 5.80680
F21 -6.76165 0.52648 5.35803
H19 -2.58655 2.60367 2.56805
H20 -3.33641 4.84836 5.30308
H21 -4.12396 4.26729 3.87675
H22 -6.05307 1.44410 6.97974

The SMILES is CP(O)[C@H]1C[C@H](C(F)(F)c2cccc(C(F)(F)F)c2)COS1(=O)=O.FC(F)C(F)(F)COC(F)(F)C(F)F.FC(F)C(F)(F)COC(F)(F)C(F)F. For the calculated total energy, the calculation gives -113677.1142 eV. The HOMO-LUMO gap comes out at 8.620 eV. The value obtained for the LUMO energy is -0.524 eV.



No. 2
Computed, not measured: a 2-piece molecular cluster, C23H22F2NO7S overall at a distorted geometry, with wB97M-V/def2-TZVPD.

Element x y z (Å)
C1 2.89153 3.80823 -3.33724
C2 3.22712 2.34605 -3.15303
O1 3.56335 1.94191 -1.74476
C3 3.05615 0.72784 -1.29285
C4 1.96060 0.78958 -0.12670
C5 2.36290 1.44755 1.26204
O2 1.65679 1.33361 2.25941
O3 3.42747 2.23608 1.14734
C6 3.62813 3.20219 2.22141
C7 4.49651 4.23060 1.56034
C8 1.49073 -0.68429 0.32123
C9 1.79024 -1.34482 1.56409
C10 1.32989 -2.62284 1.90707
C11 0.43354 -3.31502 1.05436
O4 0.00391 -4.55813 1.42448
C12 -1.05524 -5.15464 0.64044
C13 0.15356 -2.71638 -0.19712
C14 0.68263 -1.45711 -0.52756
O5 3.32525 -0.35101 -1.77945
H1 2.73369 3.94841 -4.41407
H2 1.94833 4.07263 -2.84382
H3 3.70519 4.48601 -3.04220
H4 2.37142 1.69930 -3.36046
H5 4.10338 2.06288 -3.74943
H6 2.66977 3.61869 2.54867
H7 4.09343 2.69913 3.07593
H8 4.84835 4.96267 2.28482
H9 5.34048 3.73577 1.07037
H10 3.90142 4.73846 0.79193
H11 2.38444 -0.85792 2.33255
H12 1.62999 -3.11657 2.83884
H13 -1.47151 -5.95697 1.24770
H14 -1.82729 -4.40526 0.43713
H15 -0.66615 -5.56736 -0.29862
H16 -0.46647 -3.26629 -0.91449
H17 0.41352 -1.05549 -1.49799
F1 -0.56183 3.61984 1.04136
C15 -0.50725 2.48653 0.27037
F2 -1.62293 2.47841 -0.51414
S1 1.10708 2.31678 -0.76179
N1 -2.58320 -0.19817 0.40506
C16 -3.23935 -0.23951 -0.80657
O6 -2.80697 0.12730 -1.88765
C17 -4.55712 -0.92628 -0.54262
C18 -4.41227 -1.53676 0.69933
C19 -5.24391 -2.55247 1.15598
C20 -6.42112 -2.72802 0.41246
C21 -6.60512 -2.08545 -0.84743
C22 -5.58674 -1.27895 -1.42479
C23 -3.00948 -1.21913 1.16027
O7 -2.37486 -1.83964 2.01696
H18 -0.50230 1.62209 0.94630
H19 -4.92322 -3.11576 2.04507
H20 -7.18280 -3.39524 0.81359
H21 -7.53201 -2.23476 -1.41010
H22 -5.57164 -0.95832 -2.48201

For the calculated total energy, the calculation gives -56300.3260 eV. The HOMO-LUMO gap comes out at 7.205 eV. The value obtained for the LUMO energy is 2.545 eV. The net charge is -1.



No. 3
Computed, not measured: C23H22N2NaO as an isolated structure at a distorted geometry, with wB97M-V/def2-TZVPD.

Element x y z (Å)
C1 2.07362 -2.56192 1.76059
N1 3.11968 -1.59127 1.50667
C2 4.47037 -1.91234 1.48395
C3 5.15150 -0.75618 1.30645
N2 4.21298 0.26700 1.22708
C4 4.56948 1.66405 1.07393
C5 2.96526 -0.26359 1.28831
C6 1.71684 0.49627 1.37385
C7 0.47636 -0.19904 1.05136
C8 -0.68414 0.30547 1.53073
C9 -1.88021 -0.47533 1.77982
C10 -2.87656 0.03857 2.64529
C11 -4.05128 -0.67021 2.86217
C12 -4.25973 -1.89626 2.21299
C13 -3.28134 -2.41548 1.35774
C14 -2.08255 -1.72626 1.15720
O1 1.73532 1.69006 1.75947
H1 1.31026 -2.15965 2.43698
H2 1.59650 -2.89076 0.82761
H3 2.54310 -3.43310 2.22834
H4 4.81642 -2.92544 1.61948
H5 6.21300 -0.56995 1.25871
H6 3.75379 2.27974 1.45766
H7 5.49199 1.85148 1.63503
H8 4.74715 1.90595 0.01763
H9 0.52624 -1.04925 0.37142
H10 -0.70024 1.33826 1.90052
H11 -2.68735 1.00263 3.12887
H12 -4.80435 -0.26241 3.53642
H13 -5.18791 -2.44394 2.37450
H14 -3.44169 -3.36268 0.83871
H15 -1.31304 -2.12124 0.48816
C15 -3.33940 0.54750 -2.35256
Na1 -0.28541 4.19424 -3.91358
C16 -2.98412 0.81207 -1.00432
C17 -1.64817 1.27803 -0.96716
C18 -1.13148 1.24833 -2.30211
C19 -2.21844 0.88681 -3.18551
C20 -2.03362 1.01927 -4.56584
C21 -0.78506 1.38253 -5.06430
C22 0.30879 1.57762 -4.19999
C23 0.12895 1.56303 -2.81582
H16 -4.30844 0.24246 -2.73179
H17 -3.63705 0.67826 -0.14343
H18 -1.06664 1.72100 -0.16172
H19 -2.87461 0.81995 -5.23674
H20 -0.62748 1.46265 -6.14580
H21 1.31763 1.69767 -4.61068
H22 0.94509 1.71539 -2.09632

As for the energy above the lowest of the compared OMol25 structures with the same formula, charge and spin: 0.0000 eV. For the calculated total energy, the calculation gives -33648.5424 eV. The HOMO-LUMO gap comes out at 1.764 eV. The value obtained for the LUMO energy is 1.007 eV. The net charge is -1.



No. 4
Computed, not measured: one molecule with the formula C23H22N4, with wB97M-V/def2-TZVPD.

Element x y z (Å)
C1 0.55789 -0.34323 -4.70347
N1 -0.59062 -0.01455 -3.88973
C2 -1.24654 -1.18358 -3.31385
C3 -0.39284 -1.95305 -2.33815
C4 0.50546 -2.92836 -2.75954
C5 1.33302 -3.53646 -1.83021
C6 1.23427 -3.14358 -0.50415
N2 0.37150 -2.23493 -0.08301
C7 -0.41662 -1.66368 -0.97588
C8 -0.28362 1.01627 -2.90836
C9 -1.53298 1.59425 -2.33245
C10 -2.67302 1.99843 -3.04995
N3 -3.62241 2.42745 -2.24366
N4 -3.13365 2.29927 -1.01428
C11 -1.86722 1.80858 -1.00121
C12 -1.14070 1.54973 0.23165
C13 -1.80021 1.00161 1.33259
C14 -1.10662 0.69108 2.48303
C15 0.26250 0.93099 2.57677
C16 0.99822 0.58826 3.80159
C17 1.93647 1.46630 4.33858
C18 2.61785 1.14386 5.49753
C19 2.37820 -0.06286 6.13326
C20 1.45238 -0.94610 5.60313
C21 0.76477 -0.62311 4.44826
C22 0.91360 1.50442 1.48758
C23 0.22544 1.80753 0.33061
H1 1.41737 -0.71551 -4.12442
H2 0.27148 -1.10004 -5.43256
H3 0.87045 0.55062 -5.24369
H4 -1.53910 -1.83096 -4.14576
H5 -2.15268 -0.83140 -2.81402
H6 0.54903 -3.21490 -3.80144
H7 2.03811 -4.29740 -2.12867
H8 1.86555 -3.57875 0.25965
H9 -1.11489 -0.93862 -0.57901
H10 0.36430 0.63758 -2.09903
H11 0.26473 1.80507 -3.43599
H12 -2.81911 1.97861 -4.11051
H13 -3.67530 2.60052 -0.21995
H14 -2.85909 0.79036 1.27170
H15 -1.63160 0.26649 3.32612
H16 2.11523 2.41597 3.85488
H17 3.33716 1.83755 5.90854
H18 2.91156 -0.31404 7.03830
H19 1.26671 -1.89142 6.09230
H20 0.05840 -1.32212 4.02515
H21 1.97558 1.69422 1.54263
H22 0.74159 2.26363 -0.50089

As for the energy above the lowest of the compared OMol25 structures with the same formula, charge and spin: 1.2561 eV. The SMILES is CN(Cc1cccnc1)Cc1cn[nH]c1-c1ccc(-c2ccccc2)cc1. For the calculated total energy, the calculation gives -30168.3998 eV. The HOMO-LUMO gap comes out at 8.879 eV. The value obtained for the LUMO energy is 0.641 eV.



The highest calculated total energy belongs to which entry? C23H22N4



The highest HOMO-LUMO gap belongs to which entry? C23H22N4



Look up the HOMO-LUMO gap of the third one. 1.764 eV



Number 4 is which compound? C23H22N4